## A
DFT (ωB97M-V with the def2-TZVPD basis set) results for a gas-phase ion, C3H8N3O (charge +1).

Last column: Löwdin charge in e.
Positions of all 15 atoms, in Å:
C1 0.40 0.34 1.18  -0.17
C2 0.31 -1.08 0.66  -0.12
N1 -0.49 -1.15 -0.55  0.02
O1 0.17 -0.82 -1.70  0.12
C3 -0.68 0.19 -1.31  -0.17
N2 -0.21 1.41 -0.86  0.07
N3 0.74 1.32 0.17  -0.03
H1 -0.72 0.55 1.51  0.17
H2 0.93 0.36 2.09  0.11
H3 1.30 -1.57 0.52  0.16
H4 -0.15 -1.60 1.56  0.16
H5 -0.96 -2.04 -0.54  0.21
H6 -1.40 0.34 -2.08  0.17
H7 -0.90 2.11 -0.63  0.16
H8 1.66 1.64 -0.03  0.13

Properties
- LUMO level: -3.254 eV
- M: 102.12 g mol⁻¹
- Net charge: +1
- Gap between HOMO and LUMO: 10.7 eV



## B
DFT (ωB97M-V with the def2-TZVPD basis set) results for a gas-phase ion, C3H8N3O (charge +1).

Last column: Löwdin charge in e.
Positions of all 15 atoms, in Å:
H1 -0.70 -2.56 -0.23  0.13
N1 -1.37 -1.77 0.01  0.21
C1 -1.19 -0.57 -0.02  -0.42
C2 -2.32 0.33 0.04  -0.06
N2 0.09 0.26 -0.01  0.18
N3 1.36 -0.21 0.12  -0.25
C3 2.51 0.61 0.03  0.06
O1 1.47 -1.39 0.31  0.17
H2 -2.39 1.23 0.71  0.10
H3 -3.20 -0.37 0.29  0.13
H4 -2.61 0.91 -0.90  0.12
H5 -0.16 1.28 -0.20  0.20
H6 3.33 0.21 0.81  0.20
H7 2.31 1.67 0.02  0.10
H8 2.88 0.38 -0.98  0.13

Properties
- LUMO level: -6.180 eV
- M: 102.12 g mol⁻¹
- Net charge: +1
- Gap between HOMO and LUMO: 8.5 eV



The energy of each structure relative to the most stable one, in kJ/mol, is as follows: A 0.0; B 12.1.



## A
DFT (ωB97M-V with the def2-TZVPD basis set) results for a gas-phase ion, C3H8N3O (charge +1).

Last column: Löwdin charge in e.
Positions of all 15 atoms, in Å:
N1 0.54 1.34 -1.06  0.10
C1 0.54 0.43 -0.04  -0.53
N2 1.59 0.67 0.87  0.03
O1 1.36 1.33 1.87  0.07
C2 -1.04 0.19 0.61  0.04
N3 -1.02 -1.25 0.15  0.09
C3 0.31 -1.09 -0.56  0.00
H1 0.25 2.25 -0.69  0.12
H2 1.51 1.32 -1.51  0.16
H3 -1.08 0.38 1.64  0.09
H4 -1.66 0.89 0.01  0.14
H5 -1.00 -2.03 0.87  0.21
H6 -1.84 -1.64 -0.30  0.18
H7 0.43 -1.03 -1.67  0.15
H8 1.11 -1.77 -0.21  0.14

Properties
- LUMO level (spin up / spin down): -4.469 / -4.470 eV
- M: 102.12 g mol⁻¹
- Net charge: +1
- Gap between HOMO and LUMO (spin up / spin down): 9.0 / 9.0 eV



## B
DFT (ωB97M-V with the def2-TZVPD basis set) results for 2 unconnected molecules or ions with the total composition C3H8N3O.

Last column: Löwdin charge in e.
Positions of all 15 atoms, in Å:
C1 -2.86 0.44 0.15  -0.11
C2 -1.21 -0.81 -0.33  -0.03
C3 2.69 -0.41 0.36  -0.06
N1 -2.56 -0.80 -0.14  0.14
N2 -1.75 1.17 0.23  0.08
N3 -0.70 0.40 -0.05  0.09
O1 1.61 -0.28 -0.56  -0.14
H1 -3.88 0.75 0.02  0.15
H2 1.96 -0.30 -1.44  0.10
H3 -0.63 -1.63 -0.28  0.11
H4 3.27 0.43 0.48  0.05
H5 3.44 -1.16 -0.04  0.13
H6 2.10 -0.60 1.26  0.10
H7 -1.81 2.22 0.54  0.25
H8 0.34 0.58 -0.19  0.14

Properties
- LUMO level: -3.818 eV
- M: 102.12 g mol⁻¹
- Net charge: +1
- Gap between HOMO and LUMO: 11.6 eV



## C
DFT (ωB97M-V with the def2-TZVPD basis set) results for a gas-phase ion, C3H8N3O (charge +1).

Last column: Löwdin charge in e.
Positions of all 15 atoms, in Å:
C1 -1.19 -0.29 0.32  -0.17
C2 0.20 -1.06 0.14  0.03
N1 1.14 0.11 0.01  -0.23
C3 0.28 1.41 0.32  -0.01
N2 -1.04 1.04 -0.04  -0.03
N3 2.26 0.01 -0.72  0.16
O1 2.36 0.12 0.68  0.09
H1 -2.00 -0.66 -0.32  0.15
H2 -1.57 -0.34 1.29  0.11
H3 0.49 -1.69 0.97  0.14
H4 0.41 -1.53 -0.89  0.17
H5 0.76 2.23 -0.24  0.16
H6 0.25 1.39 1.45  0.18
H7 -1.43 1.14 -0.94  0.12
H8 2.53 -0.95 -0.88  0.15

Properties
- LUMO level: -3.192 eV
- M: 102.12 g mol⁻¹
- Net charge: +1
- Gap between HOMO and LUMO: 11.6 eV



The energy of each structure relative to the most stable one, in kJ/mol, is as follows: A 265.3; B 0.0; C 419.7.



## A
DFT (ωB97M-V with the def2-TZVPD basis set) results for C4H10NOP in the gas phase.

Last column: Löwdin charge in e.
Positions of all 17 atoms, in Å:
H1 2.95 1.97 1.52  0.07
N1 2.64 1.00 1.20  0.08
C1 1.54 0.94 0.52  -0.56
C2 0.87 2.25 0.07  -0.05
O1 0.81 -0.21 0.26  -0.30
P1 -0.72 -0.70 -0.98  0.96
C3 -0.24 -2.42 -0.73  -0.33
C4 -2.17 -0.50 0.13  -0.32
H2 0.99 2.42 -1.06  0.10
H3 -0.23 1.99 -0.02  0.05
H4 1.14 2.98 0.74  0.03
H5 -0.02 -2.93 0.21  0.06
H6 0.68 -2.37 -1.38  0.06
H7 -0.76 -2.99 -1.43  0.01
H8 -2.42 0.56 0.48  0.06
H9 -1.97 -1.16 0.95  0.01
H10 -3.08 -0.82 -0.48  0.06

Properties
- LUMO level: 0.355 eV
- M: 119.10 g mol⁻¹
- Net charge: 0
- Gap between HOMO and LUMO: 9.4 eV



## B
DFT (ωB97M-V with the def2-TZVPD basis set) results for 2 unconnected molecules or ions with the total composition C4H10NOP.

Last column: Löwdin charge in e.
Positions of all 17 atoms, in Å:
C1 1.29 1.91 0.91  -0.37
P1 -0.05 1.68 0.02  0.88
N1 -0.62 0.10 0.09  -0.51
C2 -0.23 -0.91 1.08  -0.10
C3 -1.80 -0.11 -0.68  -0.21
H1 2.03 1.22 1.18  -0.03
H2 1.55 2.89 1.05  -0.07
H3 0.97 -1.04 1.09  0.12
H4 -0.69 -0.65 1.97  0.06
H5 -0.59 -1.83 0.91  0.03
H6 -1.62 -0.75 -1.56  0.08
H7 -2.58 -0.59 -0.03  0.09
H8 -2.40 0.79 -0.83  0.06
C4 1.63 -0.47 -2.30  -0.18
O1 1.48 -1.31 -3.15  -0.01
H9 1.96 -0.59 -1.30  0.04
H10 1.58 0.68 -2.67  0.11

Properties
- LUMO level: 0.661 eV
- M: 119.10 g mol⁻¹
- Net charge: 0
- Gap between HOMO and LUMO: 9.1 eV



The energy of each structure relative to the most stable one, in kJ/mol, is as follows: A 0.0; B 113.6.



## A
DFT (ωB97M-V with the def2-TZVPD basis set) results for a gas-phase ion, C2H5NO2 (charge +1).

Last column: Mulliken spin population.
Positions of all 10 atoms, in Å:
O1 -1.65 1.19 -0.61  0.38
C1 -1.09 0.26 -1.13  -0.14
N1 -0.20 -0.50 -0.37  0.67
C2 0.34 -0.16 0.96  -0.02
O2 1.69 -0.04 0.72  0.13
H1 -1.22 -0.08 -2.16  0.00
H2 0.24 -1.29 -0.86  -0.03
H3 0.14 -0.99 1.63  0.01
H4 -0.17 0.73 1.32  0.01
H5 1.92 0.88 0.50  -0.01

Properties
- LUMO level (spin up / spin down): -4.495 / -9.786 eV
- ⟨S²⟩: 0.779
- Multiplicity: 2
- M: 75.07 g mol⁻¹
- Net charge: +1
- Gap between HOMO and LUMO (spin up / spin down): 12.9 / 7.3 eV



## B
DFT (ωB97M-V with the def2-TZVPD basis set) results for a gas-phase ion, C2H5NO2 (charge +1).

Last column: Mulliken spin population.
Positions of all 10 atoms, in Å:
O1 -2.20 0.56 0.61  0.62
C1 -1.22 -0.07 0.41  -0.02
O2 -1.00 -1.29 0.82  0.08
C2 0.04 0.59 -0.30  0.12
N1 1.19 -0.24 -0.15  0.19
H1 -0.09 -1.48 0.52  0.00
H2 0.05 1.63 0.02  0.01
H3 -0.16 0.62 -1.38  0.00
H4 1.84 0.09 0.53  0.00
H5 1.56 -0.41 -1.07  0.00

Properties
- LUMO level (spin up / spin down): -4.318 / -9.974 eV
- ⟨S²⟩: 0.759
- Multiplicity: 2
- M: 75.07 g mol⁻¹
- Net charge: +1
- Gap between HOMO and LUMO (spin up / spin down): 12.9 / 6.9 eV



The energy of each structure relative to the most stable one, in kJ/mol, is as follows: A 39.3; B 0.0.



## A
DFT (ωB97M-V with the def2-TZVPD basis set) results for a gas-phase ion, C2H7N2O2 (charge +1).

Last column: Löwdin charge in e.
Positions of all 13 atoms, in Å:
N1 -1.35 0.99 0.10  0.08
C1 -0.58 -0.17 0.50  -0.39
O1 -0.95 -1.31 -0.15  0.00
C2 0.88 0.09 0.07  -0.28
N2 1.71 -0.87 0.03  0.27
O2 1.23 1.32 -0.29  0.18
H1 -2.31 0.96 0.42  0.12
H2 -1.35 1.27 -0.88  0.11
H3 -0.63 -0.27 1.56  0.17
H4 -1.18 -1.12 -1.15  0.20
H5 1.37 -1.78 0.42  0.17
H6 2.76 -0.96 -0.22  0.23
H7 0.41 1.85 -0.41  0.14

Properties
- LUMO level: -4.123 eV
- M: 91.09 g mol⁻¹
- Net charge: +1
- Gap between HOMO and LUMO: 10.9 eV



## B
DFT (ωB97M-V with the def2-TZVPD basis set) results for a gas-phase ion, C2H7N2O2 (charge +1).

Last column: Löwdin charge in e.
Positions of all 13 atoms, in Å:
N1 -0.13 -0.50 1.43  0.08
C1 0.77 0.19 0.59  -0.43
O1 1.88 -0.55 0.27  0.06
N2 -0.02 0.42 -0.68  0.18
C2 -1.25 0.06 -0.73  -0.16
O2 -2.02 0.12 -1.74  0.20
H1 -0.02 -1.51 1.31  0.13
H2 0.00 -0.29 2.41  0.12
H3 1.00 1.19 0.99  0.18
H4 2.66 -0.03 0.04  0.13
H5 0.50 0.77 -1.49  0.18
H6 -1.69 -0.32 0.19  0.17
H7 -1.66 0.44 -2.59  0.17

Properties
- LUMO level: -3.653 eV
- M: 91.09 g mol⁻¹
- Net charge: +1
- Gap between HOMO and LUMO: 11.6 eV



## C
DFT (ωB97M-V with the def2-TZVPD basis set) results for 2 unconnected molecules or ions with the total composition C2H7N2O2.

Last column: Löwdin charge in e.
Positions of all 13 atoms, in Å:
C1 -1.06 0.07 -1.15  -0.02
C2 0.36 0.55 -1.21  -0.05
N1 1.89 -1.25 -0.83  0.11
N2 1.27 -0.24 -0.95  0.12
O1 2.48 -1.58 0.30  0.14
O2 0.18 0.13 2.11  -0.09
H1 -1.72 0.86 -0.66  0.12
H2 -1.30 -0.42 -2.11  0.10
H3 -1.05 -0.90 -0.41  0.14
H4 -0.02 -0.72 2.59  0.07
H5 0.57 1.52 -1.73  0.18
H6 3.20 -2.17 0.12  0.13
H7 -0.03 0.73 2.85  0.06

Properties
- LUMO level: -5.255 eV
- M: 91.09 g mol⁻¹
- Net charge: +1
- Gap between HOMO and LUMO: 10.0 eV



The energy of each structure relative to the most stable one, in kJ/mol, is as follows: A 20.0; B 0.0; C 415.3.



## A
DFT (ωB97M-V with the def2-TZVPD basis set) results for a molecular structure, C6H14NO.

Last column: Löwdin charge in e.
Positions of all 22 atoms, in Å:
C1 -3.90 0.10 0.42  -0.21
N1 -3.30 -0.21 -0.86  -0.09
C2 -1.99 -0.15 -0.94  -0.34
C3 -1.01 -0.53 0.03  -0.09
C4 0.48 -0.34 -0.07  -0.25
C5 0.98 1.11 0.02  -0.12
C6 4.05 -0.60 0.07  -0.50
O1 3.85 0.70 -0.23  -0.43
H1 -4.75 -0.54 0.68  0.06
H2 -4.31 1.12 0.43  0.06
H3 -3.25 -0.03 1.31  0.05
H4 -1.69 -0.24 -1.98  0.13
H5 4.42 -1.23 -0.78  0.03
H6 -1.36 0.72 -0.24  0.18
H7 -1.44 -0.87 0.97  0.11
H8 0.83 -0.70 -1.02  0.11
H9 0.99 -0.92 0.71  0.10
H10 1.97 1.24 -0.44  0.04
H11 0.24 1.82 -0.37  0.06
H12 1.12 1.45 1.05  0.07
H13 3.16 -1.12 0.50  0.02
H14 4.91 -0.79 0.75  0.02

Properties
- LUMO level: 3.335 eV
- M: 116.18 g mol⁻¹
- Net charge: -1
- Gap between HOMO and LUMO: 5.8 eV



## B
DFT (ωB97M-V with the def2-TZVPD basis set) results for a molecular structure, C6H14NO.

Last column: Löwdin charge in e.
Positions of all 22 atoms, in Å:
C1 0.09 -0.81 -2.03  -0.35
N1 -1.02 -1.31 -2.33  0.06
C2 -0.44 2.42 -0.01  -0.14
C3 -0.20 2.05 1.49  -0.61
O1 1.05 1.66 1.78  -0.36
C4 0.84 -0.84 -0.72  -0.21
C5 -0.18 -2.45 0.90  -0.11
C6 0.02 -0.95 0.56  -0.27
H1 -1.24 -0.51 -1.62  0.09
H2 0.74 -0.46 -2.88  0.10
H3 0.16 3.31 -0.21  0.05
H4 -0.17 1.68 -0.75  0.02
H5 -1.49 2.72 -0.18  0.05
H6 -1.00 1.32 1.76  0.06
H7 -0.50 3.00 2.00  0.07
H8 1.25 0.18 -0.63  0.09
H9 1.70 -1.52 -0.79  0.12
H10 -0.58 -2.92 -0.01  0.05
H11 -0.81 -2.76 1.73  0.06
H12 0.82 -2.86 1.05  0.06
H13 0.61 -0.44 1.32  0.08
H14 -0.94 -0.46 0.45  0.08

Properties
- LUMO level: 3.875 eV
- M: 116.18 g mol⁻¹
- Net charge: -1
- Gap between HOMO and LUMO: 6.5 eV



The energy of each structure relative to the most stable one, in kJ/mol, is as follows: A 109.4; B 0.0.